A.
A cluster of 7 separate species, C21H56O21S7 in total, computed with the ωB97M-V functional and the def2-TZVPD basis.

Geometry as XYZ:
```
105
Properties=species:S:1:pos:R:3
C 3.04073 4.32801 -0.75790
C 4.40042 3.68019 -0.73616
O 4.13026 2.28784 -0.49962
S 5.25345 1.09018 -0.84573
C 6.78755 1.83542 -0.08397
O 4.97955 -0.11223 -0.05356
O 5.49528 1.03845 -2.27640
H 2.44726 4.00718 -1.61403
H 3.13526 5.40380 -0.90567
H 2.41510 4.14273 0.11524
H 4.86519 3.90543 -1.69604
H 4.95194 4.17121 0.06560
H 7.75975 1.39779 -0.31069
H 6.60684 1.97116 0.98234
H 6.81440 2.82157 -0.54753
C -2.14995 -4.36816 -2.85762
C -2.13167 -2.82999 -2.72985
O -0.91138 -2.53648 -3.42844
S -0.77560 -1.06436 -4.20977
C -1.93316 -1.53470 -5.54224
O -1.42310 -0.01445 -3.46150
O 0.57305 -0.89075 -4.74703
H -2.29497 -4.56396 -3.92004
H -3.03343 -4.83406 -2.42116
H -1.30472 -4.95729 -2.50179
H -3.10321 -2.61114 -3.17292
H -2.09918 -2.48150 -1.69757
H -1.87636 -0.82278 -6.36567
H -2.95134 -1.75363 -5.22055
H -1.56688 -2.45279 -6.00164
C 1.73909 -5.32848 -4.25822
C 2.24460 -3.93249 -4.01907
O 3.66121 -4.00770 -3.98232
S 4.52813 -2.90266 -3.09171
C 3.92591 -1.42066 -4.01349
O 3.96196 -2.79772 -1.73937
O 5.98320 -3.11594 -3.36693
H 2.16017 -5.65421 -5.20938
H 0.65351 -5.41161 -4.20615
H 2.11280 -6.01848 -3.50169
H 1.83976 -3.29802 -4.80752
H 1.73952 -3.56871 -3.12428
H 3.71713 -1.65722 -5.05683
H 4.69328 -0.64702 -3.98695
H 3.08639 -1.02079 -3.44480
C 1.12784 1.52242 4.94338
C 0.04990 2.19155 4.11031
O -0.70576 3.05045 4.93097
S -2.14232 2.53483 5.63547
C -1.74381 3.23171 7.26171
O -3.24093 3.26627 5.00111
O -2.18976 1.08496 5.66889
H 1.80730 2.31067 5.26755
H 1.81043 0.81175 4.47744
H 0.70986 0.89043 5.72696
H 0.49286 2.82044 3.33805
H -0.54071 1.41444 3.62515
H -1.04947 2.55231 7.75606
H -2.71021 3.37383 7.74541
H -1.32675 4.20042 6.98646
C -3.30861 4.20984 1.87765
C -3.58225 4.41174 0.37809
O -2.34459 4.86621 -0.01085
S -1.72757 4.12308 -1.36993
C -2.97954 4.77539 -2.61751
O -0.36908 4.61479 -1.66178
O -1.90296 2.69845 -1.27864
H -2.95596 5.08504 2.42333
H -2.56353 3.44346 2.09117
H -4.23281 3.90567 2.36901
H -3.95612 3.44189 0.04986
H -4.31240 5.21033 0.24689
H -3.97358 4.35600 -2.46230
H -2.53262 4.43119 -3.55020
H -3.00786 5.86284 -2.54867
C -1.82067 -2.03362 4.60035
C -2.01964 -3.40114 3.80330
O -2.62874 -2.89545 2.60709
S -2.92837 -4.03414 1.40816
C -1.22276 -4.43005 0.88703
O -3.55238 -5.25361 2.06836
O -3.58438 -3.36405 0.24499
H -1.01401 -1.62922 3.98890
H -1.46635 -2.19814 5.61793
H -2.63362 -1.31284 4.51261
H -1.10253 -3.98287 3.71059
H -2.70949 -4.08977 4.29115
H -0.68517 -4.82377 1.74962
H -0.75176 -3.50192 0.56326
H -1.40047 -5.09084 0.03856
C -2.95208 0.30015 0.48317
C -1.49066 0.51729 0.69824
O -0.92893 -0.52181 1.38931
S 0.73203 -0.60655 1.51286
C 1.19953 -0.86315 -0.24403
O 1.30727 0.71575 1.81795
O 1.12567 -1.86375 2.20448
H -3.46818 -0.01951 1.38848
H -2.90959 -0.53392 -0.21727
H -3.44291 1.18985 0.08867
H -0.91695 0.79484 -0.18602
H -1.42138 1.36453 1.38050
H 2.21435 -1.25356 -0.16772
H 1.25680 0.14819 -0.64652
H 0.46859 -1.49032 -0.75443
```

Output
HOMO energy	-10.6	eV
total charge	0
lowest unoccupied orbital energy	0.2	eV
SMILES	CCOS(C)(=O)=O.CCOS(C)(=O)=O.CCOS(C)(=O)=O.CCOS(C)(=O)=O.CCOS(C)(=O)=O.CCOS(C)(=O)=O.CCOS(C)(=O)=O
orbital gap	10.80	eV

***

B.
A cluster of 7 separate species, C21H56O21S7 in total, computed with the ωB97M-V functional and the def2-TZVPD basis.

Geometry as XYZ:
```
105
Properties=species:S:1:pos:R:3
C -0.58372 -7.04162 1.84960
C 0.38369 -6.02189 2.49640
O -0.32399 -4.81383 2.75133
S 0.01066 -3.51672 1.61126
C -1.69887 -3.25075 1.10387
O 0.40254 -2.39346 2.42776
O 0.83447 -4.01759 0.48505
H -0.50392 -7.05705 0.76265
H -1.57697 -6.64137 2.05301
H -0.67348 -8.04639 2.26248
H 0.45472 -6.42533 3.50648
H 1.34084 -6.05150 1.97573
H -1.70830 -2.19828 0.82048
H -2.45119 -3.50070 1.85195
H -1.84588 -3.97639 0.30390
C 0.93712 1.57064 4.35253
C 0.46711 0.19581 4.04558
O -0.31144 -0.22587 5.18940
S -1.93047 0.00039 5.29232
C -2.49845 -1.05528 3.92079
O -2.43911 -0.71129 6.50817
O -2.29693 1.41065 4.99629
H 0.23136 2.37929 4.16266
H 1.81531 1.79156 3.74584
H 1.26916 1.60386 5.39020
H -0.10368 0.22799 3.11754
H 1.26945 -0.52008 3.86711
H -3.57428 -1.05945 4.09586
H -2.17685 -2.09674 3.92657
H -2.12247 -0.51387 3.05268
C 4.82450 1.26956 -0.32994
C 6.22861 0.99812 -0.06754
O 6.92248 2.15175 -0.63540
S 8.46586 2.45305 -0.18737
C 8.80392 4.06430 -1.06461
O 8.52057 2.56830 1.27341
O 9.33266 1.51835 -0.82805
H 4.57448 1.23923 -1.39044
H 4.62350 2.24603 0.11074
H 4.22727 0.52455 0.19577
H 6.40408 0.97384 1.00798
H 6.58225 0.12363 -0.61371
H 8.77869 4.03578 -2.15395
H 9.80399 4.29543 -0.69785
H 8.14369 4.80738 -0.61736
C 1.75177 8.18059 1.61434
C 1.98658 6.74902 1.71192
O 0.71794 6.07120 1.62099
S 0.61257 4.63883 0.70702
C -0.14572 5.39280 -0.75905
O 1.92646 4.13940 0.41064
O -0.47432 3.81097 1.38602
H 1.04794 8.51908 2.37471
H 1.39964 8.59748 0.67079
H 2.70543 8.67401 1.80187
H 2.68870 6.37478 0.96689
H 2.61994 6.46046 2.55079
H 0.62774 6.00904 -1.21743
H -0.98126 5.92041 -0.29905
H -0.49243 4.56475 -1.37732
C -0.15437 -2.90222 -2.76107
C -0.26865 -1.40441 -2.50199
O -0.40216 -1.14732 -1.14627
S -0.47235 0.43372 -0.56533
C 1.32818 0.61946 -0.30521
O -1.01293 1.29860 -1.62772
O -1.19508 0.25968 0.68793
H 0.74306 -3.20279 -2.22035
H 0.13083 -3.16605 -3.77948
H -1.00677 -3.54936 -2.55436
H 0.54981 -0.89950 -3.01509
H -1.15399 -1.00876 -2.99970
H 1.65111 0.03063 0.55333
H 1.50914 1.68478 -0.16221
H 1.98062 0.35097 -1.13608
C -4.78202 3.48089 3.31390
C -3.94934 4.19964 2.25634
O -4.86252 4.27552 1.10087
S -4.15493 4.64250 -0.39029
C -3.25016 2.98020 -0.74020
O -5.08786 4.68950 -1.48075
O -3.23709 5.75366 -0.19988
H -5.60492 4.11138 3.65072
H -4.18080 3.03225 4.10469
H -5.28404 2.62532 2.86214
H -3.63637 5.21592 2.49572
H -3.06184 3.58508 2.10550
H -4.09444 2.30018 -0.62683
H -2.50803 2.83514 0.04485
H -2.96199 2.85723 -1.78420
C -3.45097 -8.71924 -6.96597
C -3.25612 -7.64111 -5.79874
O -3.99008 -6.45231 -6.09715
S -3.01304 -5.26546 -6.56023
C -2.19288 -4.81641 -5.04255
O -2.01073 -5.72143 -7.54836
O -3.85548 -4.06789 -6.89505
H -4.52073 -8.90830 -6.87677
H -2.85288 -9.59623 -6.71845
H -3.19185 -8.26132 -7.92057
H -3.75226 -8.01022 -4.90114
H -2.18153 -7.55331 -5.63864
H -2.64102 -3.90742 -4.64126
H -1.14773 -4.86207 -5.34857
H -2.33678 -5.61597 -4.31585
```

Output
HOMO energy	-10.7	eV
total charge	0
lowest unoccupied orbital energy	-0.1	eV
SMILES	CCOS(C)(=O)=O.CCOS(C)(=O)=O.CCOS(C)(=O)=O.CCOS(C)(=O)=O.CCOS(C)(=O)=O.CCOS(C)(=O)=O.CCOS(C)(=O)=O
orbital gap	10.57	eV

***

Stability, lowest: B